59
Properties=species:S:1:pos:R:3:forces:R:3:lowdin_charge:R:1 method="wB97M-V/def2-TZVPD" total_charge=-1 largest_force_ev_per_a=5.4 s2=0.751 e_above_lowest_kcal_mol=54.3 spin_multiplicity=2 lumo_energy_ev="0.4 / 0.4"
C 3.27144 -5.47305 0.33311 -1.78 -0.99 0.65 -0.048
C -5.83574 1.62495 -0.17378 -0.53 -0.96 0.37 -0.374
C -4.59791 -0.61555 0.38542 1.62 0.43 0.46 -0.058
N -2.15128 2.02232 -0.34681 -0.04 0.06 -1.06 0.062
C 1.26857 3.05178 -1.94450 1.14 4.44 -1.88 -0.579
O -0.12195 2.56043 3.58832 2.10 -2.28 -1.09 -0.512
C 4.29311 0.00850 0.39579 -1.02 -0.98 -0.20 -0.011
H -5.39664 -2.52141 1.13260 -0.64 0.13 -0.04 0.108
O 0.25801 2.34586 -1.96409 -1.18 -2.04 0.97 -0.089
C 4.41841 4.31344 -2.11993 2.06 0.84 -0.49 -0.462
H -1.07254 3.66990 -0.81162 -0.04 0.46 0.15 0.097
H 1.36931 -7.17967 2.10828 0.15 1.01 0.50 0.069
H 5.34496 -0.14371 0.26178 0.70 -0.03 0.40 0.073
H -1.16973 -2.54969 0.35057 -1.53 1.10 0.50 0.087
H -3.02675 5.07565 -1.57596 0.02 -1.09 -0.34 0.125
C 1.98677 -3.13672 0.75876 -0.36 1.81 -0.48 -0.744
H -0.01507 -6.48408 1.17075 0.88 0.10 0.16 0.077
S 1.12604 -1.69505 1.43481 1.71 -1.25 -2.12 0.614
C 3.83553 1.12807 -0.42429 -0.26 1.23 -0.45 -0.319
C -3.32573 0.01595 0.09267 -1.33 -2.22 0.26 -0.118
Se 0.85099 1.53992 2.64220 -1.46 0.07 2.83 0.870
C 3.82381 -4.26571 0.01528 0.79 1.23 0.17 -0.187
N -6.95427 2.33128 -0.24271 0.80 -2.38 0.10 -0.220
C -3.34179 -2.63421 0.85593 1.23 -0.73 -0.11 -0.044
C -4.53440 -1.97483 0.80869 -0.21 0.73 -0.05 -0.013
N 2.59404 1.36611 -0.77311 -1.60 -0.65 0.08 0.056
N -7.02941 -0.24733 0.68699 -0.04 1.28 -1.03 -0.200
H -3.22249 -3.70175 1.16859 -0.42 1.16 -0.27 0.127
N 4.59842 2.14961 -0.90732 1.56 -1.37 0.61 0.176
N 1.27944 -4.25218 0.94762 0.16 -1.49 -0.38 0.042
H 3.91933 0.08064 1.43123 0.49 0.30 -0.22 0.076
O 2.44377 1.20248 2.96086 -2.16 0.44 0.05 -0.490
C -2.16339 -1.97557 0.44512 1.20 -0.63 -0.56 -0.129
O 3.58894 5.30836 -2.43895 0.43 -1.74 0.52 0.085
C 3.85726 3.06842 -1.56334 -3.37 -0.46 0.38 -0.055
C 1.08322 -6.66192 1.18901 -0.12 0.43 -0.88 -0.049
H 1.29398 -7.46424 0.52103 -0.04 -0.65 -1.15 0.040
C -4.41448 3.37872 -1.28070 0.91 -0.31 0.14 0.025
O 1.31153 4.26760 -2.41955 -0.40 -2.30 0.99 -0.005
H 5.61778 2.08787 -0.84803 -0.61 0.67 -0.17 0.182
H 3.84285 -6.40605 0.41648 -0.31 0.43 -0.40 0.098
Yb 0.26229 0.82212 -0.05629 -0.37 -1.20 0.42 1.632
O 5.65964 4.35684 -2.23373 -2.18 0.26 0.15 0.037
H 4.86018 -4.09088 -0.27467 -0.01 -0.76 -0.25 0.102
C -3.34389 1.41383 -0.30543 -0.73 2.03 0.79 -0.124
C 2.52161 2.55368 -1.42795 3.47 0.27 -0.09 -0.140
H 2.60461 4.91262 -2.34134 0.29 0.36 -0.31 0.058
C -5.84378 0.19859 0.35275 -0.36 0.88 -0.56 -0.309
O 0.87671 2.39599 1.19009 -0.41 -0.56 -0.88 -0.585
O -0.05399 0.01023 2.21001 0.65 5.35 0.08 -0.851
C 1.88255 -5.41170 0.72351 0.94 -0.80 1.62 -0.299
C -4.59424 2.17330 -0.53829 3.95 0.20 -1.55 -0.089
H 3.78287 -0.90245 0.03208 0.31 0.27 0.10 0.047
C -3.14006 4.00844 -1.29828 -1.53 -0.12 0.33 -0.020
H -5.18485 3.72517 -1.97879 -0.20 0.30 1.05 0.121
N -2.13324 -0.69806 0.08053 -1.22 1.05 -0.01 0.061
Se -8.19747 1.11353 0.21026 -0.32 -0.63 0.97 1.043
C -2.07986 3.29411 -0.78957 0.52 -0.54 0.55 -0.107
N 3.21698 -3.09047 0.17793 -1.24 -0.16 0.65 0.037